Record 1
{"formula": "C2H9NOS2", "method": "wB97M-V/def2-TZVPD", "elements": ["C", "S", "S", "H", "H", "H", "H", "N", "C", "O", "H", "H", "H", "H", "H"], "positions_angstrom": [[-2.22916, 1.50156, 1.09324], [-1.89313, -0.28751, 1.04255], [-1.06287, -0.55852, 2.97288], [-1.39109, 2.04726, 0.66579], [-3.10544, 1.66987, 0.47078], [-2.42390, 1.83629, 2.10447], [0.21499, -0.48387, 2.55782], [2.13121, -1.55104, -1.71846], [1.72454, -0.31500, -1.10081], [0.39065, 0.08971, -1.41617], [2.22333, -1.39975, -2.71133], [1.40720, -2.25595, -1.63254], [2.35534, 0.47868, -1.49024], [1.84568, -0.38106, -0.02179], [-0.18734, -0.39066, -0.81622]], "forces_ev_per_angstrom": [[0.19, -0.11, -0.54], [0.03, 0.11, 1.26], [-0.10, -0.04, -1.15], [0.04, 0.03, 0.08], [-0.07, 0.03, 0.01], [-0.06, -0.11, 0.10], [-0.04, 0.04, 0.23], [-0.02, -0.02, -0.05], [-0.30, 0.07, -0.46], [0.29, -0.03, 0.08], [0.10, 0.03, -0.23], [0.05, -0.03, 0.27], [0.18, 0.04, 0.13], [0.02, -0.05, 0.16], [-0.30, 0.06, 0.09]], "total_charge": 0, "homo_ev": -9.423, "e_above_lowest_kcal_mol": 7.4, "lumo_ev": 0.2}

=====

Record 2
{"formula": "C41H93Br2N2O18P", "method": "wB97M-V/def2-TZVPD", "elements": ["C", "C", "O", "C", "C", "C", "O", "C", "C", "C", "C", "C", "C", "C", "N", "C", "C", "O", "N", "P", "O", "O", "O", "C", "Br", "C", "C", "Br", "H", "H", "H", "H", "H", "H", "H", "H", "H", "H", "H", "H", "H", "H", "H", "H", "H", "H", "H", "H", "H", "H", "H", "H", "H", "H", "H", "H", "H", "H", "H", "H", "H", "C", "O", "C", "C", "O", "C", "H", "H", "H", "H", "H", "H", "H", "H", "H", "H", "C", "O", "C", "C", "O", "C", "H", "H", "H", "H", "H", "H", "H", "H", "H", "H", "C", "O", "C", "C", "O", "C", "H", "H", "H", "H", "H", "H", "H", "H", "H", "H", "C", "O", "C", "C", "O", "C", "H", "H", "H", "H", "H", "H", "H", "H", "H", "H", "C", "O", "C", "C", "O", "C", "H", "H", "H", "H", "H", "H", "H", "H", "H", "H", "C", "O", "C", "C", "O", "C", "H", "H", "H", "H", "H", "H", "H", "H", "H", "H"], "positions_angstrom": [[-0.26001, 3.20212, -1.27135], [-1.69596, 2.71567, -1.40585], [-1.87918, 1.37145, -1.01471], [-1.43378, 0.41827, -1.97772], [-2.64720, -0.25868, -2.64102], [-3.19288, 0.60533, -3.77753], [-2.26699, 0.60461, -4.83492], [-2.42787, 1.67417, -5.75046], [-2.39280, 1.12703, -7.18333], [-2.89001, -0.31198, -7.29053], [-1.25720, 2.64215, -5.56082], [0.08604, 1.90457, -5.46014], [1.24889, 2.69915, -6.03840], [2.58636, 2.29002, -5.41299], [2.65383, 0.85562, -5.03878], [3.06077, -0.00480, -6.04475], [3.96634, -1.15418, -5.65343], [2.67407, 0.12426, -7.20502], [-2.40567, -1.60264, -3.22799], [-0.88755, -2.11308, -3.67580], [-0.97872, -3.28751, -4.56143], [0.02585, -2.51794, -2.40921], [-0.16310, -0.88025, -4.32895], [-3.75928, -0.37479, -1.56412], [-5.31155, 0.73956, -1.71942], [-3.74659, -1.15417, -0.47318], [-4.83115, -1.21828, 0.56750], [-2.26796, -2.27783, -0.05322], [0.00803, 3.30482, -0.22481], [-0.22418, 4.20512, -1.69366], [0.43481, 2.57325, -1.81889], [-2.05472, 2.92929, -2.41548], [-2.31483, 3.31012, -0.73786], [-0.82269, 0.93333, -2.71412], [-0.80672, -0.28964, -1.44452], [-3.39634, 1.62304, -3.45596], [-4.11591, 0.12819, -4.11060], [-3.36681, 2.21013, -5.61281], [-3.02813, 1.74299, -7.81694], [-1.38823, 1.16896, -7.59709], [-3.86629, -0.43392, -6.82925], [-2.99679, -0.58029, -8.34009], [-2.19118, -1.02056, -6.86060], [-1.23530, 3.34803, -6.38945], [-1.38786, 3.21019, -4.63720], [0.01547, 0.96033, -5.99153], [0.26085, 1.66622, -4.41663], [1.08851, 3.75864, -5.83621], [1.30167, 2.57452, -7.11456], [2.74905, 2.86200, -4.50607], [3.38989, 2.49334, -6.11843], [3.23284, 0.74048, -4.22087], [3.37971, -1.94779, -5.19602], [4.45712, -1.51756, -6.54456], [4.70403, -0.84279, -4.91630], [-2.90056, -2.33484, -2.74215], [-0.24277, -3.42369, -2.22030], [0.69309, -1.18406, -4.65082], [-4.78905, -0.31356, 1.16797], [-5.79333, -1.35311, 0.09232], [-4.64538, -2.05314, 1.23332], [1.08849, 4.45029, 2.87853], [2.03246, 4.45880, 1.82280], [3.11407, 5.35031, 2.05212], [4.35000, 4.60074, 2.49336], [4.17120, 4.01712, 3.77320], [3.88902, 2.62903, 3.71336], [0.40864, 3.61652, 2.70646], [1.57154, 4.31703, 3.84949], [0.50937, 5.38017, 2.88472], [2.84268, 6.11053, 2.79002], [3.32551, 5.85751, 1.10533], [5.18670, 5.30292, 2.56708], [4.61266, 3.83867, 1.75348], [4.78023, 2.06435, 3.42227], [3.07709, 2.41748, 3.01338], [3.58475, 2.30832, 4.70807], [-2.95626, -0.57573, 4.26487], [-4.35372, -0.78596, 4.35855], [-4.78067, -1.14632, 5.66406], [-5.41096, 0.02233, 6.38491], [-4.45962, 1.03674, 6.67368], [-4.53768, 2.14233, 5.79275], [-2.75442, -0.13209, 3.29036], [-2.59625, 0.10283, 5.04232], [-2.41936, -1.52803, 4.33397], [-3.94759, -1.54849, 6.24764], [-5.52996, -1.93608, 5.55272], [-5.80745, -0.32944, 7.34238], [-6.24422, 0.42851, 5.80375], [-5.44028, 2.73085, 5.99194], [-4.53498, 1.82496, 4.74696], [-3.66580, 2.76921, 5.97252], [2.70313, -5.93487, -10.33884], [2.07095, -6.02690, -9.07638], [2.97604, -5.93635, -7.98822], [2.94812, -4.56625, -7.34959], [3.46068, -3.57146, -8.22176], [2.44259, -2.79021, -8.83301], [1.92285, -5.83167, -11.09096], [3.36496, -5.06711, -10.39573], [3.27662, -6.84450, -10.54965], [3.99264, -6.18388, -8.30872], [2.66398, -6.67757, -7.24559], [3.58918, -4.58190, -6.46073], [1.93217, -4.31589, -7.02940], [1.98894, -2.11936, -8.10019], [1.67159, -3.41870, -9.28561], [2.90945, -2.18831, -9.61027], [2.22372, -0.37820, 3.82190], [3.57130, -0.61798, 4.18968], [3.68736, -1.24098, 5.46170], [3.98019, -2.71813, 5.33291], [2.88302, -3.42272, 4.77404], [3.06085, -3.74077, 3.40565], [2.20918, -0.07574, 2.77576], [1.60982, -1.27454, 3.93752], [1.80435, 0.43266, 4.42808], [2.78311, -1.08029, 6.05549], [4.52349, -0.76189, 5.98157], [4.15719, -3.13039, 6.33123], [4.88494, -2.87551, 4.73778], [3.81256, -4.52880, 3.28795], [3.35827, -2.86446, 2.82361], [2.10867, -4.10726, 3.02616], [6.59503, -1.15011, 2.66314], [7.52511, -1.19319, 1.59467], [8.64516, -0.34626, 1.79552], [9.86287, -1.12770, 2.23299], [9.69214, -1.68032, 3.52894], [9.38413, -3.06187, 3.51231], [5.87509, -1.95287, 2.51277], [7.08671, -1.29465, 3.62933], [6.05660, -0.19741, 2.66708], [8.41425, 0.43557, 2.52524], [8.86227, 0.13704, 0.83748], [10.72003, -0.44848, 2.28034], [10.09262, -1.91121, 1.50506], [10.26206, -3.64882, 3.22173], [8.55821, -3.28207, 2.83129], [9.09309, -3.34634, 4.52223], [-10.94917, 2.33551, 9.77954], [-9.95745, 3.05472, 9.06959], [-8.66555, 2.47565, 9.16834], [-8.29810, 1.71375, 7.91603], [-9.10621, 0.55844, 7.74979], [-10.12947, 0.72483, 6.78503], [-11.91778, 2.74492, 9.49803], [-10.93004, 1.27133, 9.53204], [-10.81554, 2.45997, 10.85950], [-8.59838, 1.82236, 10.04303], [-7.95356, 3.29619, 9.30192], [-7.26330, 1.37013, 8.00547], [-8.36569, 2.36338, 7.03785], [-9.70609, 0.74934, 5.77485], [-10.70321, 1.63796, 6.96050], [-10.79765, -0.13111, 6.86266]], "forces_ev_per_angstrom": [[-0.53, 0.29, -0.05], [0.26, 0.51, 0.29], [-0.11, -0.11, -0.33], [0.14, 0.49, 0.48], [-1.09, 0.13, 0.35], [0.24, -0.31, -0.55], [-0.33, 0.21, 0.44], [0.94, 0.22, -0.75], [-0.41, -0.58, 0.00], [0.04, 0.09, -0.38], [0.10, -0.13, 0.27], [-0.36, 0.30, -0.41], [0.07, -0.07, 0.49], [-0.59, -0.26, -0.35], [1.01, 0.17, -0.28], [-0.59, -0.18, -1.15], [-0.20, 0.37, 0.31], [0.41, 0.22, 1.15], [1.06, 1.09, 0.44], [-0.61, -1.80, -1.41], [-0.11, -0.01, 0.28], [-0.12, 0.67, 0.04], [0.09, 0.14, 0.77], [0.42, -0.71, 0.44], [0.19, -0.09, 0.07], [-0.36, 0.38, -0.47], [0.65, -0.29, -0.05], [0.04, 0.07, 0.01], [0.29, -0.28, 0.10], [0.16, 0.12, -0.13], [0.20, -0.10, 0.06], [-0.08, -0.34, -0.17], [-0.18, -0.02, 0.10], [0.01, -0.20, -0.30], [0.00, -0.25, -0.08], [-0.07, 0.12, 0.20], [-0.24, 0.14, -0.07], [-0.25, -0.16, 0.29], [0.04, 0.28, -0.03], [0.18, 0.12, 0.00], [-0.09, -0.08, 0.18], [-0.05, -0.01, -0.13], [0.00, -0.06, 0.28], [-0.12, 0.14, -0.11], [-0.12, 0.23, -0.02], [0.08, -0.18, 0.09], [0.14, -0.11, 0.11], [0.11, 0.17, -0.04], [-0.10, -0.05, -0.18], [0.06, 0.01, 0.19], [0.16, 0.17, 0.03], [-0.11, -0.11, 0.18], [-0.07, -0.21, -0.05], [-0.01, -0.22, -0.14], [0.10, 0.03, 0.03], [-0.11, -0.14, -0.12], [0.27, -0.26, 0.20], [0.25, 0.19, -0.17], [-0.30, 0.18, 0.04], [-0.28, 0.19, 0.04], [-0.07, -0.09, 0.08], [-0.03, -0.03, -0.07], [-0.07, 0.04, 0.14], [0.00, -0.13, -0.34], [0.11, 0.19, 0.26], [-0.06, -0.11, -0.09], [0.02, 0.04, 0.07], [0.00, 0.01, -0.05], [0.00, 0.02, 0.01], [0.00, 0.00, 0.06], [0.01, -0.02, 0.05], [0.01, 0.02, 0.02], [-0.01, 0.00, -0.03], [-0.03, -0.02, -0.03], [-0.04, -0.05, -0.03], [0.04, -0.03, -0.03], [0.06, 0.03, 0.03], [-0.02, -0.02, -0.09], [0.12, 0.07, 0.04], [-0.22, -0.05, -0.26], [0.15, -0.02, 0.31], [-0.03, 0.05, -0.13], [0.03, 0.00, 0.05], [-0.03, -0.03, -0.03], [0.00, -0.02, 0.02], [0.05, 0.03, 0.04], [0.02, 0.03, 0.02], [0.01, -0.01, 0.05], [-0.05, -0.04, -0.04], [0.00, -0.03, -0.05], [-0.01, 0.01, -0.07], [-0.03, 0.00, -0.01], [0.00, -0.01, 0.05], [-0.05, -0.01, 0.01], [0.10, 0.06, -0.07], [-0.28, -0.12, 0.07], [0.27, 0.12, 0.03], [-0.09, -0.03, -0.06], [-0.01, -0.01, 0.01], [-0.03, -0.03, 0.02], [0.02, -0.01, 0.00], [0.05, 0.03, -0.02], [0.03, 0.03, -0.01], [0.03, 0.01, 0.02], [-0.03, -0.03, 0.02], [-0.04, -0.03, -0.02], [-0.06, 0.03, -0.06], [0.01, -0.03, 0.02], [0.06, 0.03, 0.05], [0.03, 0.04, -0.05], [-0.18, -0.06, 0.00], [0.35, 0.15, -0.10], [-0.21, -0.14, 0.19], [0.04, 0.06, -0.13], [-0.03, -0.02, 0.04], [0.06, 0.02, 0.00], [-0.01, 0.00, 0.03], [-0.09, -0.04, -0.01], [-0.03, -0.04, -0.01], [-0.02, -0.01, 0.03], [0.03, 0.02, 0.00], [0.01, 0.03, -0.02], [0.03, 0.03, -0.05], [0.02, 0.00, -0.01], [-0.01, -0.02, 0.04], [-0.01, 0.02, -0.05], [0.00, -0.03, 0.15], [-0.06, -0.11, -0.29], [0.12, 0.17, 0.24], [-0.08, -0.09, -0.06], [0.02, 0.03, 0.04], [-0.01, 0.02, -0.08], [-0.01, 0.03, 0.01], [-0.03, -0.01, 0.09], [0.01, -0.01, 0.04], [0.03, 0.03, 0.02], [0.00, 0.00, -0.03], [-0.04, -0.02, -0.02], [-0.04, -0.04, -0.04], [0.02, -0.01, -0.02], [0.04, 0.03, 0.02], [0.00, 0.06, -0.01], [-0.05, -0.14, 0.02], [-0.03, 0.33, -0.12], [0.12, -0.30, 0.14], [-0.08, 0.08, -0.07], [0.02, -0.05, 0.02], [0.02, 0.05, 0.00], [0.01, -0.01, 0.02], [-0.01, -0.06, 0.01], [-0.01, -0.05, -0.01], [0.03, -0.03, 0.02], [0.03, 0.09, 0.01], [-0.04, 0.04, 0.01], [-0.04, 0.05, -0.02], [0.01, 0.02, -0.02], [0.04, -0.03, 0.01]], "total_charge": 0, "homo_ev": -8.944, "lumo_ev": 0.1}